# 1
2 unconnected molecules or ions with the total composition C5H11N2. Source: the Open Molecules 2025 dataset; level of theory: ωB97M-V/def2-TZVPD.

The geometry in XYZ format:
```
18
Properties=species:S:1:pos:R:3:nbo_charge:R:1
C -2.1969 0.1442 0.0451 0.46
C 1.2680 0.5363 0.7138 0.14
C 0.3170 -0.2802 0.1052 -0.20
C 0.2422 -0.2818 -1.4040 -0.66
C 0.0091 -1.5678 0.8324 -0.64
N -2.5543 1.2410 0.2301 -0.47
N 1.9201 1.5343 0.1186 -0.73
H 1.4669 0.4049 1.7698 0.21
H 1.1892 -0.6270 -1.8243 0.23
H 0.0419 0.7117 -1.8027 0.21
H -0.5276 -0.9556 -1.7687 0.21
H 0.9176 -2.1628 0.9323 0.23
H -0.7018 -2.1870 0.2922 0.20
H -0.3639 -1.3773 1.8368 0.22
H 1.8286 1.6938 -0.8720 0.41
H -2.2897 -0.9004 -0.1438 0.27
H -3.1852 2.0156 0.3213 0.49
H 2.6188 2.0579 0.6179 0.42
```

Values from the calculation:
Total charge: +1
HOMO energy (alpha / beta) in eV: -11.67 / -11.67
Gap between HOMO and LUMO (alpha / beta) in eV: 6.82 / 6.82

# 2
2 unconnected molecules or ions with the total composition C5H11N2. Source: the Open Molecules 2025 dataset; level of theory: ωB97M-V/def2-TZVPD.

The geometry in XYZ format:
```
18
Properties=species:S:1:pos:R:3:nbo_charge:R:1
C -0.3837 1.2148 1.7660 0.15
C -0.4522 2.3940 1.0189 -0.05
C 0.7951 -0.5103 2.5623 0.22
N 0.5522 0.2601 1.5377 -0.49
H -1.0925 1.0395 2.5762 0.24
H 0.2816 2.6669 0.2663 0.23
H -1.2582 3.0988 1.1978 0.26
H 1.5494 -1.2881 2.4775 0.24
H 0.2855 -0.3904 3.5196 0.21
C -0.1227 -1.0481 -2.4324 -0.09
C -0.2292 -2.2842 -2.0059 -0.30
N 0.1705 0.0777 -1.5120 -0.70
H -0.2336 -0.7294 -3.4587 0.25
H -0.4658 -3.0713 -2.7094 0.27
H -0.1212 -2.5689 -0.9652 0.21
H -0.6491 0.6807 -1.3996 0.43
H 0.4527 -0.2148 -0.5579 0.45
H 0.9213 0.6729 -1.8814 0.45
```

Values from the calculation:
<S²>: 0.760
Total charge: +2
HOMO energy (alpha / beta) in eV: -18.53 / -18.53
Gap between HOMO and LUMO (alpha / beta) in eV: 8.65 / 5.75
Spin multiplicity: 2

# 3
A gas-phase ion, C5H11N2O (charge +1). Source: the Open Molecules 2025 dataset; level of theory: ωB97M-V/def2-TZVPD.

The geometry in XYZ format:
```
19
Properties=species:S:1:pos:R:3:nbo_charge:R:1
H 1.2874 -2.7088 1.5443 0.37
N 0.8660 -1.9335 1.0432 -0.60
C -0.3089 -2.0811 0.6492 0.11
C -0.9703 -0.9186 -0.0863 0.04
C -1.8505 -0.1088 0.8587 -0.66
O 0.0366 -0.1787 -0.8259 -0.41
C 0.6729 0.9077 -0.6347 0.76
C 1.6962 1.1975 -1.6768 -0.70
N 0.5085 1.8018 0.3181 -0.72
H -0.9659 -2.9416 0.7881 0.19
H -1.5823 -1.3308 -0.8980 0.23
H -2.7257 -0.7034 1.0998 0.26
H -2.2018 0.8015 0.3786 0.23
H -1.3402 0.1183 1.7919 0.22
H 1.6437 2.2345 -2.0015 0.26
H 1.5633 0.5377 -2.5296 0.27
H 2.6905 1.0214 -1.2657 0.28
H 1.1058 2.6159 0.3514 0.44
H -0.1251 1.6689 1.0952 0.43
```

Values from the calculation:
Total charge: +1
HOMO energy in eV: -14.10
Gap between HOMO and LUMO in eV: 10.86
Structure (SMILES): [H]/N=C/[C@@H](C)OC(C)=[NH2+]

# 4
A gas-phase ion, C5H11N2O (charge +1). Source: the Open Molecules 2025 dataset; level of theory: ωB97M-V/def2-TZVPD.

The geometry in XYZ format:
```
19
Properties=species:S:1:pos:R:3:nbo_charge:R:1
C -2.1590 -1.0210 0.4739 -0.45
N -1.3318 0.1907 0.4616 -0.51
C -0.1895 0.0734 -0.6233 0.13
C 0.5075 -1.3256 -0.6742 -0.52
C 1.7687 -0.6457 -0.0825 0.69
O 2.8003 -0.9556 0.4390 -0.50
N 1.2075 0.6486 -0.1775 -0.44
C 1.7431 1.9774 0.0044 -0.42
H -2.3824 -1.3462 -0.4768 0.24
H -1.7308 -1.9606 0.8942 0.25
H -3.0306 -0.9025 1.0807 0.25
H -0.8319 0.2723 1.2553 0.42
H -1.8833 1.0789 0.4707 0.45
H -0.6057 0.6887 -1.4259 0.23
H 0.5604 -1.7559 -1.6585 0.27
H -0.0490 -2.0321 -0.0931 0.23
H 2.1884 2.4382 -0.9991 0.22
H 1.0544 2.6523 0.2989 0.21
H 2.3638 1.9248 0.8323 0.24
```

Values from the calculation:
Total charge: +1
HOMO energy in eV: -13.88
Gap between HOMO and LUMO in eV: 10.28
Structure (SMILES): C[NH2+][C@@H]1CC(=O)N1C

# 5
A molecular structure, C5H11N2O. Source: the Open Molecules 2025 dataset; level of theory: ωB97M-V/def2-TZVPD.

The geometry in XYZ format:
```
19
Properties=species:S:1:pos:R:3:nbo_charge:R:1
C 0.7047 -1.9357 -0.5375 0.67
C -0.6564 -1.6432 0.1435 -0.56
C -0.6489 -0.1251 -0.0600 0.12
C 2.2904 -0.0741 -1.3355 -0.43
C -1.7853 1.8710 0.9438 -0.39
N 1.1794 -0.6004 -0.5063 -0.43
N -0.5290 0.9682 0.9359 -0.54
O 1.3031 -2.9152 -0.9014 -0.51
H -1.4624 -2.2021 -0.2340 0.27
H -0.6760 -1.9860 1.1940 0.26
H -1.2039 0.2758 -0.9208 0.23
H 2.1022 -0.3388 -2.3512 0.22
H 2.4947 0.8553 -1.0144 0.21
H 3.1872 -0.6665 -0.9094 0.25
H -1.5203 2.6871 1.6115 0.24
H -1.8536 2.1174 -0.0925 0.22
H -2.6517 1.3640 1.2535 0.24
H -0.5488 0.6538 1.8876 0.44
H 0.2746 1.6944 0.8933 0.47
```

Values from the calculation:
Total charge: +1
HOMO energy in eV: -13.43
Gap between HOMO and LUMO in eV: 9.14

# 6
A gas-phase ion, C5H11N2O2S (charge +1). Source: the Open Molecules 2025 dataset; level of theory: ωB97M-V/def2-TZVPD.

The geometry in XYZ format:
```
21
Properties=species:S:1:pos:R:3:nbo_charge:R:1
C 3.1269 -0.2737 -0.2678 0.18
C 1.0557 0.2819 -1.3844 -0.27
C -0.3115 1.0333 -0.9427 -0.23
C -1.3744 -1.8854 0.7939 -0.62
C -1.9086 -0.5618 0.3522 -0.23
N 2.1388 0.4896 -0.3774 -0.14
N -0.9225 0.4735 0.1631 -0.19
O 1.9482 1.6402 0.4702 -0.46
O -0.6033 1.1627 1.4086 -0.63
S 4.4183 -1.0440 -0.0221 0.54
H 0.9572 -0.8514 -1.5106 0.25
H 1.2606 1.0096 -2.2044 0.25
H 0.0333 2.0976 -0.6159 0.25
H -1.0475 0.9464 -1.6776 0.24
H -2.0439 -2.7622 0.6300 0.24
H -0.4279 -2.1800 0.2838 0.19
H -1.1280 -1.8563 1.8844 0.22
H -2.7140 -0.2585 1.0528 0.22
H -2.3833 -0.7061 -0.6400 0.21
H 1.1723 1.4114 0.9133 0.50
H -1.2465 1.8330 1.6906 0.49
```

Values from the calculation:
Total charge: +1
HOMO energy in eV: -12.28
Gap between HOMO and LUMO in eV: 6.14

# 7
A gas-phase ion, C5H11N2S (charge +1). Source: the Open Molecules 2025 dataset; level of theory: ωB97M-V/def2-TZVPD.

The geometry in XYZ format:
```
19
Properties=species:S:1:pos:R:3:nbo_charge:R:1
C -0.9456 0.2292 0.1888 0.55
C 1.1175 0.8198 0.9943 -0.23
C 1.9610 -0.2095 0.1748 -0.37
C 2.3163 0.1673 -1.1958 -0.66
C -2.8694 -1.1876 -0.1385 -0.43
N -0.1278 1.1580 0.3938 -0.60
N -2.2165 0.1356 0.0233 -0.60
S 0.8695 -1.6907 0.0718 0.36
H 0.7748 0.3700 2.0256 0.21
H 1.6537 1.6451 1.3891 0.25
H 2.7489 -0.6299 0.7298 0.26
H 2.9504 -0.6365 -1.6541 0.26
H 2.9526 1.1965 -1.3072 0.26
H 1.3650 0.4157 -1.7830 0.23
H -2.7008 -1.5753 -1.1553 0.23
H -3.9097 -1.2417 0.2337 0.25
H -2.4859 -1.8928 0.6885 0.23
H -0.5309 2.0628 0.2964 0.41
H -2.9231 0.8642 0.0239 0.41
```

Values from the calculation:
<S²>: 2.009
Total charge: +1
HOMO energy (alpha / beta) in eV: -12.39 / -13.79
Gap between HOMO and LUMO (alpha / beta) in eV: 9.76 / 7.43
Spin multiplicity: 3

What did we get for ΔE to the lowest compared entry with this formula, charge and spin? Answer: 3.095 1.331 1.448 3.380 4.563 5.707 0.274 eV, in the order shown.